10
Properties=species:S:1:pos:R:3:lowdin_charge:R:1 method="wB97M-V/def2-TZVPD" multiplicity=1 e_homo_ev=-9.32 gap_ev=9.52 e_lumo_ev=0.20 relative_energy_kcal_mol=80.5 total_charge=0
O 1.38 1.30 -0.32 0.066
C 0.07 1.31 -0.32 0.032
C -0.39 -1.32 -0.27 -0.059
O -0.89 -0.59 0.85 -0.014
C -0.44 0.68 0.93 -0.549
O -0.61 1.36 1.91 0.127
H 1.68 1.78 -1.12 0.122
H -0.27 -0.66 -1.14 0.074
H 0.58 -1.76 -0.01 0.103
H -1.11 -2.09 -0.52 0.099

16
Properties=species:S:1:pos:R:3:lowdin_charge:R:1 method="wB97M-V/def2-TZVPD" multiplicity=1 e_homo_ev=-9.73 gap_ev=10.16 e_lumo_ev=0.44 relative_energy_kcal_mol=44.6 total_charge=0
N 0.60 0.67 0.64 0.175
C 0.24 0.93 1.96 -0.606
O 0.00 -0.03 2.67 0.065
O 0.00 2.27 1.98 0.043
H 0.53 1.21 -0.11 -0.010
H 0.82 -0.28 0.56 0.075
H 0.09 2.88 2.85 0.198
O 0.18 -0.65 -1.99 -0.101
H -0.21 -1.10 -1.17 0.078
H 0.95 -1.15 -2.38 0.089
O -1.12 -3.80 0.42 -0.046
H -1.26 -3.87 1.34 0.006
H -1.86 -3.27 0.08 0.044
O 0.55 2.07 -1.97 0.026
H 0.33 2.76 -2.47 -0.022
H 0.18 1.34 -2.40 -0.016

22
Properties=species:S:1:pos:R:3:lowdin_charge:R:1 method="wB97M-V/def2-TZVPD" multiplicity=1 e_homo_ev=-11.93 gap_ev=7.90 e_lumo_ev=-4.04 relative_energy_kcal_mol=38.4 total_charge=+1
N -0.36 2.22 1.34 0.108
C -1.34 2.20 0.35 -0.667
N -0.92 2.69 -0.86 0.119
N -2.55 1.82 0.52 0.089
H -0.45 1.53 2.06 0.075
H 0.59 2.34 1.00 0.084
H -0.01 2.41 -1.20 0.078
H -1.64 2.75 -1.56 0.096
H -2.76 1.71 1.51 0.036
C 1.52 -1.43 -0.66 -0.274
N 1.63 -0.33 -1.62 0.015
C 0.14 -1.35 -0.05 -0.152
N -0.02 -2.37 1.04 0.197
H 2.28 -1.28 0.11 0.122
H 1.66 -2.41 -1.12 0.124
H 2.33 -0.53 -2.33 0.088
H 0.75 -0.18 -2.10 0.073
H -0.65 -1.56 -0.78 0.146
H -0.04 -0.37 0.40 0.112
H -0.94 -2.33 1.48 0.180
H 0.11 -3.31 0.68 0.175
H 0.67 -2.23 1.79 0.178

31
Properties=species:S:1:pos:R:3:lowdin_charge:R:1 method="wB97M-V/def2-TZVPD" multiplicity=1 e_homo_ev=-8.48 gap_ev=9.20 e_lumo_ev=0.73 relative_energy_kcal_mol=2.7 total_charge=0
C 5.14 0.24 -0.14 -0.108
C 3.96 -0.65 0.22 -0.287
C 2.71 0.13 0.03 -0.364
C 1.42 -0.53 0.43 -0.336
P 0.01 0.49 -0.08 0.301
N -0.03 0.35 -1.81 -0.134
S -0.09 2.40 0.43 0.205
C -1.39 -0.41 0.54 -0.338
C -2.75 0.43 0.32 -0.234
C -4.05 -0.45 0.55 -0.264
C -5.19 0.00 -0.35 -0.121
H 5.95 -0.06 0.61 0.087
H 5.56 0.16 -1.12 0.059
H 4.74 1.24 0.19 0.087
H 3.97 -0.79 1.30 0.117
H 3.82 -1.52 -0.48 0.126
H 2.59 0.68 -0.99 0.134
H 2.74 1.02 0.67 0.092
H 1.27 -0.60 1.61 0.150
H 1.32 -1.44 0.01 0.043
H 0.62 -0.38 -2.11 0.042
H 0.45 1.19 -2.17 0.036
H -1.53 -1.42 0.10 0.093
H -1.28 -0.70 1.57 0.081
H -2.68 1.25 1.03 0.070
H -2.69 0.89 -0.64 0.066
H -3.67 -1.39 0.52 0.047
H -4.44 -0.44 1.56 0.099
H -4.77 0.75 -1.09 0.075
H -5.58 -0.95 -0.87 0.087
H -6.10 0.52 0.15 0.091

67
Properties=species:S:1:pos:R:3:mulliken_spin:R:1 method="wB97M-V/def2-TZVPD" multiplicity=5 e_homo_ev="-7.90 / -8.37" gap_ev="6.45 / 5.30" e_lumo_ev="-1.44 / -3.07" relative_energy_kcal_mol=0.0 total_charge=0
Ru -0.47 0.98 0.35 1.541
S -0.60 2.76 1.93 0.119
C -1.80 1.82 2.74 -0.041
S -2.27 0.48 1.72 0.203
C -2.32 2.07 3.97 0.078
C -3.26 1.16 4.56 -0.010
N -4.01 0.42 5.03 0.020
C -1.89 3.22 4.72 -0.011
N -1.54 4.13 5.32 0.027
S -1.78 2.45 -0.93 0.161
C -2.33 1.30 -2.07 0.114
N -3.13 1.81 -3.08 0.484
N -3.94 0.95 -3.65 0.345
C -4.75 -0.03 -3.04 -0.024
C -5.38 -0.95 -3.87 0.074
C -6.19 -1.93 -3.33 -0.041
C -6.38 -1.99 -1.95 0.078
C -5.77 -1.05 -1.13 -0.036
C -4.96 -0.06 -1.67 0.062
N -2.03 0.02 -2.07 0.149
N -1.25 -0.38 -1.06 0.477
C -1.16 -1.79 -0.97 -0.032
C -1.99 -2.62 -1.73 0.117
C -1.91 -3.99 -1.58 -0.059
C -1.00 -4.56 -0.70 0.118
C -0.16 -3.73 0.04 -0.077
C -0.23 -2.36 -0.10 0.090
H -4.13 1.16 -4.62 -0.019
H -5.22 -0.91 -4.95 -0.002
H -6.67 -2.66 -3.97 -0.001
H -7.01 -2.76 -1.52 0.004
H -5.93 -1.07 -0.06 0.000
H -4.51 0.69 -1.03 0.011
H -2.71 -2.18 -2.41 0.016
H -2.56 -4.63 -2.16 -0.001
H -0.94 -5.63 -0.58 0.007
H 0.57 -4.16 0.72 -0.002
H 0.44 -1.72 0.46 0.004
N 9.81 1.48 1.56 0.000
C 8.67 1.38 1.43 0.000
C 7.24 1.25 1.27 0.000
C 6.40 2.30 1.63 0.000
C 5.03 2.18 1.46 0.000
C 4.49 1.02 0.92 0.004
C 5.33 -0.03 0.57 -0.003
C 6.70 0.08 0.74 -0.001
C 3.02 0.91 0.71 0.028
C 2.26 0.42 1.76 -0.007
C 2.76 0.02 3.02 0.031
C 1.70 -0.52 3.72 0.004
C 0.58 -0.43 2.88 0.039
N 0.90 0.14 1.70 -0.007
C 2.54 1.25 -0.55 -0.006
C 3.30 1.54 -1.70 0.029
C 2.41 1.73 -2.74 -0.002
C 1.13 1.57 -2.19 0.003
N 1.18 1.30 -0.88 -0.046
H 6.83 3.21 2.05 0.000
H 4.38 3.00 1.74 0.000
H 4.90 -0.94 0.16 0.000
H 7.36 -0.74 0.47 0.000
H 3.78 0.12 3.34 0.002
H 1.71 -0.94 4.72 0.001
H -0.42 -0.77 3.09 -0.017
H 4.38 1.58 -1.74 0.002
H 2.63 1.96 -3.77 0.000
H 0.19 1.68 -2.70 0.004

11
Properties=species:S:1:pos:R:3:lowdin_charge:R:1 method="wB97M-V/def2-TZVPD" multiplicity=1 e_homo_ev=-9.10 gap_ev=9.92 e_lumo_ev=0.83 relative_energy_kcal_mol=117.4 total_charge=0
C -1.45 0.66 0.09 -0.032
N -1.86 -0.64 0.13 0.115
O -0.57 -1.46 -0.04 -0.152
C 0.42 -0.66 -0.58 -0.393
C 1.14 -0.10 0.62 -0.037
C 0.17 0.77 -0.29 -0.132
H -2.01 1.61 0.16 0.104
H 1.10 -1.20 -1.29 0.167
H 0.45 -0.48 1.54 0.167
H 2.14 -0.17 0.65 0.046
H 0.46 1.66 -0.99 0.146

92
Properties=species:S:1:pos:R:3:mulliken_spin:R:1 method="wB97M-V/def2-TZVPD" multiplicity=3 e_homo_ev="-6.84 / -6.83" gap_ev="6.17 / 6.16" e_lumo_ev="-0.67 / -0.67" total_charge=0
Tm -3.53 10.73 17.63 2.024
C -3.18 16.46 12.41 0.000
C -2.97 16.85 13.91 0.000
C -3.83 18.09 14.23 0.000
C -3.52 18.59 15.61 0.000
C -3.60 17.47 16.63 0.000
C -3.64 17.79 18.00 0.000
C -3.64 16.72 18.93 0.000
F -3.74 17.03 20.21 0.000
C -3.73 15.39 18.49 0.000
C -3.67 15.02 17.11 -0.001
C -3.69 13.67 16.69 0.000
O -4.16 12.81 17.60 -0.006
C -3.31 13.42 15.35 0.002
C -3.16 14.49 14.48 -0.001
N -3.31 15.77 14.84 0.000
C -3.55 16.09 16.21 -0.001
C -2.98 12.05 14.78 -0.002
O -2.73 12.08 13.62 0.000
O -2.98 11.06 15.58 -0.004
H -3.15 17.42 11.81 0.000
H -4.21 16.06 12.31 0.000
H -2.54 15.67 12.00 0.000
H -1.92 17.20 14.08 0.000
H -4.92 17.85 14.22 0.000
H -3.68 18.79 13.39 0.000
H -4.22 19.39 15.95 0.000
H -2.52 19.07 15.73 0.000
H -3.64 18.82 18.26 0.000
H -4.01 14.62 19.22 0.000
H -3.07 14.30 13.38 0.000
C -8.93 7.68 21.26 0.000
C -9.21 7.29 19.83 0.000
C -10.31 6.46 19.58 0.000
C -10.75 6.16 18.27 0.000
C -10.01 6.65 17.19 0.000
C -8.89 7.42 17.41 0.000
C -8.52 7.80 18.72 0.000
N -7.65 8.91 18.87 0.000
C -6.32 8.96 18.54 0.001
N -5.81 7.78 18.09 0.000
C -4.62 7.49 17.40 0.001
C -4.06 8.53 16.64 -0.009
C -3.25 8.15 15.59 0.003
C -2.83 6.81 15.39 0.000
C -3.22 5.89 16.31 0.001
C -4.17 6.16 17.29 0.001
C -4.82 5.00 18.05 0.000
N -5.60 10.06 18.69 -0.007
C -6.19 11.14 19.36 0.000
C -7.22 11.87 18.67 -0.001
C -7.62 13.12 19.14 0.000
C -7.25 13.51 20.44 0.000
C -6.45 12.70 21.23 0.000
C -5.89 11.49 20.71 -0.001
C -5.13 10.60 21.64 0.000
H -9.03 6.84 21.97 0.000
H -9.50 8.49 21.65 0.000
H -7.86 7.98 21.36 0.000
H -10.85 6.03 20.46 0.000
H -11.67 5.53 18.17 0.000
H -10.15 6.27 16.18 0.000
H -8.15 7.65 16.63 0.000
H -7.99 9.74 19.44 0.000
H -6.40 6.96 18.24 0.000
H -2.93 8.95 14.92 0.000
H -2.15 6.63 14.57 0.000
H -2.75 4.91 16.33 0.000
H -5.56 5.37 18.79 0.000
H -4.09 4.38 18.57 0.000
H -5.30 4.36 17.26 0.000
H -7.51 11.46 17.65 0.000
H -8.10 13.82 18.47 0.000
H -7.50 14.54 20.73 0.000
H -6.24 12.95 22.27 0.000
H -5.57 10.64 22.62 0.000
H -4.09 10.91 21.78 0.000
H -5.13 9.55 21.24 0.000
C -0.04 11.46 19.63 0.001
C -0.44 10.30 18.79 -0.001
C -0.19 9.05 19.67 0.000
C 0.31 10.26 17.43 0.001
O -1.85 10.37 18.62 0.002
H 1.06 11.63 19.73 0.000
H -0.44 11.35 20.66 0.000
H -0.42 12.44 19.17 0.000
H 0.85 8.99 20.07 0.000
H -0.43 8.12 19.09 0.000
H -0.89 9.16 20.55 0.000
H 1.35 9.92 17.52 0.000
H 0.38 11.31 17.02 0.000
H -0.25 9.63 16.70 0.000

11
Properties=species:S:1:pos:R:3:lowdin_charge:R:1 method="wB97M-V/def2-TZVPD" multiplicity=1 e_homo_ev=-9.07 gap_ev=7.80 e_lumo_ev=-1.27 relative_energy_kcal_mol=5.8 total_charge=0
C -1.32 -1.73 0.94 -0.383
S -0.19 -0.36 1.23 0.938
C 0.07 0.24 -0.34 -1.131
S -0.69 -0.29 -1.69 0.709
C 1.15 1.30 -0.32 -0.908
O 1.72 1.62 0.70 -0.026
S 1.36 2.15 -1.85 0.802
H -2.16 -1.26 0.44 0.024
H -0.77 -2.43 0.35 0.025
H -1.59 -2.11 1.89 0.028
H 2.42 2.87 -1.35 -0.078

14
Properties=species:S:1:pos:R:3:lowdin_charge:R:1 method="wB97M-V/def2-TZVPD" multiplicity=1 e_homo_ev=-9.12 gap_ev=10.06 e_lumo_ev=0.95 relative_energy_kcal_mol=40.1 total_charge=0
H 1.96 -1.84 -0.85 0.033
N 1.42 -1.82 -0.01 0.120
C 0.29 -1.24 0.11 -0.455
C -0.45 -1.51 1.47 -0.051
N -0.64 -0.59 -0.79 0.101
C -0.73 0.57 -1.23 -0.232
C 0.10 1.71 -0.87 -0.082
H -1.35 -2.06 1.27 0.053
H -0.59 -0.47 1.85 0.072
H 0.12 -2.09 2.26 0.088
H -1.66 0.98 -1.69 0.122
H 0.91 1.43 -0.36 0.017
H -0.48 2.47 -0.31 0.100
H 0.49 2.29 -1.79 0.113

17
Properties=species:S:1:pos:R:3:lowdin_charge:R:1 method="wB97M-V/def2-TZVPD" multiplicity=1 e_homo_ev=-8.19 gap_ev=9.14 e_lumo_ev=0.96 relative_energy_kcal_mol=0.0 total_charge=0
C -3.32 0.35 -0.17 -0.393
P -1.70 -0.42 -0.72 0.842
C -0.43 -0.19 0.83 -0.315
C 0.96 -0.15 0.32 -0.394
C 1.95 -1.03 0.57 -0.032
C 3.06 -0.58 -0.20 -0.032
C 2.64 0.59 -0.80 -0.129
O 1.38 0.84 -0.52 0.024
H -3.98 -0.41 0.13 -0.019
H -3.57 0.83 -1.22 0.058
H -3.21 1.13 0.57 0.019
H -1.23 0.93 -1.03 -0.047
H -0.81 0.73 1.33 0.072
H -0.56 -1.09 1.50 0.086
H 1.81 -1.86 1.18 0.093
H 3.98 -0.99 -0.34 0.065
H 3.04 1.32 -1.42 0.103

53
Properties=species:S:1:pos:R:3:lowdin_charge:R:1 method="wB97M-V/def2-TZVPD" multiplicity=1 e_homo_ev=-10.65 gap_ev=11.06 e_lumo_ev=0.41 relative_energy_kcal_mol=0.0 total_charge=0
C -1.77 -0.04 3.44 -0.056
O -2.10 -1.02 4.41 0.015
C -1.84 -0.66 5.67 -0.625
O -1.48 0.43 6.03 0.123
O -2.05 -1.71 6.46 0.010
C -1.86 -1.47 7.85 -0.040
H -1.84 -0.51 2.46 0.057
H -0.76 0.32 3.60 0.096
H -2.44 0.82 3.45 0.101
H -2.54 -0.69 8.18 0.099
H -0.85 -1.11 8.05 0.097
H -2.03 -2.41 8.35 0.093
C 2.99 -4.44 -2.92 -0.043
O 1.65 -4.06 -2.62 -0.056
C 0.77 -5.07 -2.57 -0.615
O 1.04 -6.23 -2.72 0.140
O -0.45 -4.65 -2.29 0.019
C -0.69 -3.29 -1.94 -0.060
H 3.40 -5.10 -2.16 0.100
H 3.57 -3.52 -2.97 0.082
H 3.06 -4.91 -3.90 0.100
H -1.64 -3.27 -1.42 0.086
H -0.69 -2.63 -2.81 0.096
H 0.07 -2.89 -1.27 0.052
C 3.90 4.84 0.91 -0.050
O 4.57 5.66 -0.03 0.010
C 4.23 5.45 -1.30 -0.622
O 3.50 4.59 -1.70 0.105
O 4.88 6.34 -2.05 0.010
C 4.60 6.24 -3.45 -0.040
H 2.85 5.11 0.98 0.102
H 4.38 5.03 1.87 0.096
H 4.00 3.78 0.69 0.056
H 5.08 7.08 -3.93 0.093
H 3.53 6.22 -3.64 0.096
H 4.98 5.30 -3.85 0.099
C -5.55 -1.98 -3.11 -0.035
O -5.45 -0.94 -2.16 0.018
C -4.25 -0.64 -1.71 -0.616
O -3.22 -1.21 -1.98 0.109
O -4.33 0.44 -0.94 0.019
C -3.11 0.83 -0.33 -0.058
H -4.61 -2.11 -3.64 0.094
H -6.32 -1.71 -3.83 0.094
H -5.81 -2.92 -2.61 0.099
H -2.37 1.02 -1.10 0.089
H -2.72 0.02 0.30 0.058
H -3.30 1.68 0.31 0.099
Cl 2.03 -0.73 -1.96 0.575
C 1.85 -0.06 -0.34 -1.535
Cl 0.21 -0.22 0.26 0.584
Cl 2.37 1.63 -0.28 0.569
H 2.52 -0.62 0.29 0.013

68
Properties=species:S:1:pos:R:3:mulliken_spin:R:1 method="wB97M-V/def2-TZVPD" multiplicity=4 e_homo_ev="-12.06 / -12.93" gap_ev="6.31 / 6.96" e_lumo_ev="-5.76 / -5.96" relative_energy_kcal_mol=20.6 total_charge=+2
V 0.47 -0.95 -0.32 2.764
C 1.52 0.16 3.55 -0.019
C 1.54 -0.25 2.12 0.083
N 0.70 0.19 1.20 -0.113
N -0.16 1.20 1.49 0.013
C -1.17 1.51 0.65 0.003
N -1.92 2.59 0.92 -0.002
S -1.46 0.58 -0.71 -0.022
C 2.50 -1.18 1.58 0.159
C 3.70 -1.53 2.20 0.012
C 4.60 -2.33 1.52 0.040
C 4.28 -2.76 0.24 0.002
C 3.06 -2.38 -0.31 0.070
N 2.18 -1.62 0.34 -0.073
H 0.50 0.25 3.92 0.005
H 2.01 -0.60 4.15 0.002
H 2.05 1.11 3.72 0.012
H -0.10 1.64 2.40 -0.003
H -1.76 3.19 1.70 0.000
H -2.69 2.80 0.30 0.001
H 3.95 -1.16 3.19 0.004
H 5.54 -2.60 1.97 0.002
H 4.97 -3.36 -0.33 -0.001
H 2.80 -2.67 -1.32 -0.003
N -2.64 -3.41 0.38 0.021
C -3.61 -2.65 1.05 -0.004
C -4.96 -2.81 0.77 0.006
C -5.90 -2.03 1.43 -0.002
C -5.50 -1.06 2.34 0.003
C -4.15 -0.86 2.58 -0.002
C -3.22 -1.67 1.96 0.007
S -1.49 -1.50 2.30 0.006
N -0.81 -1.99 0.82 -0.061
C -1.40 -2.92 0.13 0.008
C -0.66 -3.41 -1.03 0.061
C -0.78 -4.72 -1.49 -0.018
C -0.06 -5.09 -2.61 0.033
C 0.70 -4.12 -3.25 -0.011
C 0.80 -2.85 -2.70 0.053
N 0.15 -2.50 -1.58 -0.048
H -3.01 -4.08 -0.28 -0.003
H -5.27 -3.55 0.05 0.000
H -6.95 -2.20 1.24 0.000
H -6.23 -0.47 2.85 0.000
H -3.82 -0.10 3.28 0.000
H -1.39 -5.43 -0.96 0.001
H -0.10 -6.10 -2.98 0.001
H 1.24 -4.36 -4.16 -0.001
H 1.40 -2.09 -3.19 -0.002
C 3.00 2.98 -0.37 -0.001
N 1.88 3.15 -1.25 -0.004
C 1.23 2.17 -1.92 0.009
Se 1.74 0.39 -1.99 0.014
N 0.20 2.72 -2.59 -0.002
C 0.17 4.08 -2.36 -0.001
C -0.69 5.08 -2.80 0.000
C -0.42 6.37 -2.37 -0.001
C 0.66 6.64 -1.52 -0.001
C 1.50 5.65 -1.06 0.000
C 1.24 4.35 -1.50 0.001
H 3.39 1.96 -0.48 0.002
H 2.68 3.13 0.67 -0.001
H 3.78 3.69 -0.61 0.000
H -0.42 2.20 -3.19 0.000
H -1.51 4.85 -3.46 0.000
H -1.04 7.18 -2.71 0.000
H 0.83 7.66 -1.20 0.000
H 2.33 5.87 -0.41 0.000